{
  "formula": "C5H6O",
  "method": "ωB97M-V with the def2-TZVPD basis set",
  "smiles": "CC1=C2O[C@@]12C",
  "relative_energy_kcal_mol": 103.55,
  "lumo_ev": 0.7,
  "homo_lumo_gap_ev": 9.7,
  "total_charge": 0,
  "homo_ev": -9.04,
  "elements": ["O", "C", "C", "C", "C", "C", "H", "H", "H", "H", "H", "H"],
  "xyz": [[-1.864118, -0.440477, 0.799402], [-0.690631, -0.471652, 0.054324], [-0.148527, -1.789846, -0.327087], [0.761351, 1.734683, -0.093663], [-1.042066, 0.679106, 1.394764], [-0.323125, 0.858777, 0.205165], [0.855737, -1.720070, -0.088783], [1.008127, 1.617525, -1.191592], [1.754247, 1.459019, 0.381054], [-0.647742, -2.664479, 0.136139], [-0.201011, -2.052453, -1.427850], [0.537762, 2.789870, 0.158123]],
  "forces_ev_per_a": [[0.99, 0.10, -0.18], [-2.43, 0.31, 0.19], [-1.29, -0.92, -1.43], [3.08, 0.79, -1.66], [-0.63, -0.46, -0.06], [-0.79, -1.39, 0.81], [2.29, -0.53, 0.47], [-0.35, 0.63, 0.99], [-1.18, 0.27, -0.12], [0.25, 0.91, 0.26], [-0.06, 0.94, 1.00], [0.12, -0.65, -0.26]]
}



{
  "formula": "C8H8NO5S",
  "method": "ωB97M-V with the def2-TZVPD basis set",
  "smiles": "C[C@](O)(C(=S)C(=O)O)n1c([O-])ccc1O",
  "relative_energy_kcal_mol": 13.51,
  "lumo_ev": [3.1, 2.5],
  "homo_lumo_gap_ev": [7.3, 5.9],
  "total_charge": -1,
  "homo_ev": [-4.15, -3.39],
  "elements": ["S", "O", "O", "O", "O", "O", "N", "C", "C", "C", "C", "C", "C", "C", "C", "H", "H", "H", "H", "H", "H", "H", "H"],
  "xyz": [[2.387203, -1.819126, -0.353561], [1.632959, 1.982245, -0.383257], [-1.524311, -2.596157, -0.068632], [-0.914919, 2.057760, -0.230607], [3.212500, 0.745485, -1.326072], [0.456477, -1.607264, 1.606828], [-0.891693, -0.353501, 0.058236], [0.262118, 0.632507, 2.071868], [0.361509, -0.472129, 0.916860], [-2.429511, -0.929077, -1.494018], [-2.242322, 0.535052, -1.453010], [2.160080, 0.889315, -0.492757], [1.646395, -0.358853, 0.006618], [-1.634128, -1.434711, -0.479027], [-1.280887, 0.845672, -0.522598], [-2.622307, 1.097836, -2.240782], [-0.680684, 1.178237, 2.037048], [0.117848, 2.052174, -0.049603], [0.178789, 0.058671, 2.977602], [1.063279, 1.352054, 2.174402], [3.343564, -0.211054, -1.422869], [-3.031982, -1.316153, -2.201112], [0.430017, -2.328975, 0.868444]],
  "forces_ev_per_a": [[0.45, -0.33, -0.55], [-0.52, 1.81, 0.67], [0.21, -0.01, -0.08], [1.88, 0.27, 0.60], [0.16, 1.27, 0.12], [-1.19, -3.50, -1.21], [1.13, 0.91, 1.17], [-0.68, -0.41, -0.63], [0.88, 3.54, 0.09], [1.19, 6.08, 1.17], [-0.69, -4.17, -0.76], [-0.10, -2.56, -1.12], [-0.92, 0.15, 0.83], [1.09, -1.40, 0.87], [-0.80, -1.72, -0.20], [-0.60, 1.47, -0.69], [0.08, 0.09, -0.31], [-0.73, 0.24, -0.38], [0.28, -0.31, 0.43], [0.34, -0.06, -0.35], [0.14, -0.54, 0.16], [-1.82, -1.94, -1.80], [0.19, 1.09, 1.97]]
}



{
  "formula": "C4H9N2",
  "method": "ωB97M-V with the def2-TZVPD basis set",
  "relative_energy_kcal_mol": 165.03,
  "lumo_ev": [-5.1, -7.5],
  "homo_lumo_gap_ev": [9.8, 7.9],
  "total_charge": 1,
  "homo_ev": [-14.97, -15.38],
  "elements": ["N", "N", "C", "C", "C", "C", "H", "H", "H", "H", "H", "H", "H", "H", "H"],
  "xyz": [[-0.853501, 1.535489, -0.926763], [0.058892, -0.375137, 0.119615], [-0.479562, -1.289634, -0.858413], [2.247289, 0.787283, -0.181427], [-0.501290, -0.374244, 1.390526], [1.228394, 0.184367, -0.003655], [3.172364, 1.379358, -0.228570], [-0.549240, -0.921891, -1.811763], [-0.180139, 0.513447, 1.959369], [-1.486983, -1.689743, -0.528638], [-0.363421, -1.345958, 1.922298], [-1.165308, 2.089548, -0.202903], [-1.559905, -0.258578, 1.383529], [0.285572, -2.035909, -0.954035], [0.146835, 1.801605, -1.079166]],
  "forces_ev_per_a": [[1.64, -1.67, -2.36], [-0.21, 0.41, -1.27], [-0.81, -2.02, 1.61], [2.14, 1.22, 0.11], [-0.97, 0.29, 3.32], [0.07, -0.48, -0.42], [-0.87, -0.70, -0.09], [-0.32, 1.63, -2.12], [0.44, -0.76, 0.00], [1.46, 0.49, -0.26], [0.46, 0.68, -0.30], [-1.00, 1.93, 2.27], [-1.03, -0.06, -0.65], [0.08, -1.10, 0.19], [-1.08, 0.14, -0.04]]
}



{
  "formula": "C21H74N4O16",
  "method": "ωB97M-V with the def2-TZVPD basis set",
  "relative_energy_kcal_mol": 0.00,
  "lumo_ev": 0.1,
  "homo_lumo_gap_ev": 9.0,
  "total_charge": 0,
  "homo_ev": -8.87,
  "elements": ["O", "O", "O", "O", "O", "O", "O", "O", "O", "O", "O", "O", "O", "O", "O", "O", "N", "N", "N", "N", "C", "C", "C", "C", "C", "C", "C", "C", "C", "C", "C", "C", "C", "C", "C", "C", "C", "C", "C", "C", "C", "H", "H", "H", "H", "H", "H", "H", "H", "H", "H", "H", "H", "H", "H", "H", "H", "H", "H", "H", "H", "H", "H", "H", "H", "H", "H", "H", "H", "H", "H", "H", "H", "H", "H", "H", "H", "H", "H", "H", "H", "H", "H", "H", "H", "H", "H", "H", "H", "H", "H", "H", "H", "H", "H", "H", "H", "H", "H", "H", "H", "H", "H", "H", "H", "H", "H", "H", "H", "H", "H", "H", "H", "H", "H"],
  "xyz": [[4.759000, 22.798000, 19.487000], [6.380000, 20.899000, 20.397000], [4.807000, 22.474000, 14.637000], [9.037000, 17.220000, 18.772000], [5.047000, 17.941000, 15.409000], [11.576000, 24.368000, 15.276000], [7.702000, 17.724000, 15.446000], [6.630000, 24.854000, 18.094000], [12.632000, 22.350000, 17.309000], [10.001000, 19.479000, 13.959000], [7.088000, 23.590000, 13.685000], [9.069000, 23.882000, 18.649000], [12.241000, 21.229000, 21.023000], [3.793000, 18.505000, 17.966000], [10.251000, 17.818000, 16.575000], [9.488000, 21.558000, 17.212000], [2.750000, 22.839000, 13.580000], [2.798000, 22.573000, 15.762000], [11.468000, 19.791000, 16.490000], [12.230000, 18.099000, 17.787000], [7.660000, 22.397000, 13.156000], [3.452000, 22.611000, 14.634000], [9.986000, 24.975000, 18.558000], [10.214000, 23.918000, 15.130000], [11.144000, 21.747000, 20.256000], [6.929000, 22.134000, 11.870000], [4.842000, 19.255000, 14.913000], [7.231000, 21.933000, 16.673000], [8.884000, 16.286000, 13.820000], [5.049000, 23.661000, 20.533000], [4.623000, 19.587000, 18.374000], [7.789000, 16.438000, 14.850000], [11.368000, 18.580000, 16.949000], [8.405000, 20.962000, 16.538000], [6.769000, 26.104000, 17.555000], [6.943000, 25.835000, 16.076000], [7.691000, 21.337000, 20.354000], [13.452000, 23.251000, 18.034000], [11.318000, 19.532000, 13.409000], [11.778000, 21.026000, 13.427000], [8.830000, 18.471000, 19.468000], [13.003000, 21.029000, 20.476000], [12.135000, 20.515000, 16.748000], [6.315000, 21.361000, 16.373000], [4.807000, 23.052000, 21.383000], [1.795000, 23.210000, 13.520000], [9.683000, 24.411000, 14.317000], [13.419000, 23.283000, 19.135000], [10.364000, 21.177000, 17.012000], [5.836000, 21.612000, 20.027000], [5.991000, 21.659000, 12.184000], [9.757000, 16.898000, 14.050000], [3.265000, 22.316000, 16.591000], [11.130000, 21.693000, 12.860000], [4.210000, 19.879000, 19.307000], [12.933000, 18.728000, 18.183000], [9.681000, 19.120000, 19.345000], [8.731000, 20.993000, 15.511000], [5.772000, 19.822000, 14.890000], [11.265000, 19.117000, 12.392000], [6.107000, 23.934000, 20.551000], [9.601000, 24.048000, 16.013000], [10.883000, 24.713000, 18.007000], [4.432000, 20.376000, 17.661000], [6.301000, 23.237000, 14.148000], [4.346000, 19.133000, 13.962000], [6.694000, 23.055000, 11.214000], [14.520000, 22.998000, 17.771000], [1.770000, 22.672000, 15.849000], [6.915000, 26.829000, 15.665000], [7.808000, 25.426000, 15.730000], [10.310000, 25.190000, 19.569000], [7.618000, 22.261000, 20.923000], [13.310000, 24.250000, 17.642000], [8.486000, 16.546000, 12.838000], [7.599000, 26.739000, 17.873000], [7.406000, 21.356000, 11.252000], [10.703000, 21.080000, 19.446000], [10.258000, 21.952000, 20.786000], [10.128000, 22.882000, 14.775000], [8.540000, 17.904000, 15.812000], [7.518000, 24.509000, 18.247000], [10.890000, 19.846000, 15.655000], [9.077000, 15.174000, 13.770000], [8.148000, 19.927000, 16.817000], [7.403000, 22.775000, 16.028000], [9.575000, 25.898000, 18.100000], [11.757000, 21.485000, 14.407000], [12.801000, 21.189000, 13.087000], [9.081000, 17.378000, 17.838000], [7.949000, 15.669000, 15.608000], [5.630000, 19.361000, 18.525000], [4.189000, 18.056000, 17.246000], [4.495000, 24.588000, 20.454000], [7.152000, 22.232000, 17.691000], [4.098000, 19.724000, 15.568000], [11.922000, 24.641000, 14.429000], [6.039000, 25.354000, 15.581000], [9.405000, 23.171000, 18.065000], [12.060000, 17.174000, 18.262000], [11.958000, 18.956000, 14.072000], [9.369000, 19.551000, 13.304000], [4.876000, 23.357000, 18.714000], [5.896000, 26.692000, 17.790000], [8.686000, 18.444000, 20.547000], [8.178000, 21.565000, 19.399000], [7.900000, 18.847000, 18.970000], [3.315000, 23.164000, 12.787000], [7.411000, 21.594000, 13.807000], [5.953000, 17.774000, 15.266000], [6.835000, 16.172000, 14.446000], [8.296000, 20.613000, 20.901000], [11.342000, 22.802000, 19.897000], [12.403000, 22.865000, 16.458000], [8.731000, 22.377000, 12.989000]],
  "forces_ev_per_a": [[-0.49, 0.09, -1.66], [-0.82, -1.04, -0.80], [-5.79, 0.31, -0.31], [-0.03, -0.43, 2.99], [-1.66, 0.29, 0.34], [-0.56, -0.57, 0.84], [-1.81, -0.60, -1.27], [-0.46, -1.00, 2.29], [-1.02, 0.91, -1.42], [2.21, -0.35, 2.33], [1.02, -0.24, 0.55], [0.58, 0.40, -0.61], [-1.12, 0.08, 0.14], [-0.56, 0.22, 1.31], [5.35, 3.21, 0.79], [1.08, 0.57, 1.48], [-1.09, 1.54, -5.04], [-2.57, -0.03, 1.94], [0.02, 1.54, -1.61], [1.85, -1.80, 2.58], [-0.95, 0.81, -1.07], [7.08, -0.41, 1.96], [0.13, 0.17, 0.32], [-0.43, -0.29, -1.47], [0.48, 0.70, -1.97], [-0.91, -0.33, -1.61], [-0.94, -0.55, 0.58], [-0.28, -2.17, -0.69], [-0.51, -1.16, -0.60], [0.57, 0.34, 0.96], [-2.51, -0.37, -0.69], [0.72, -0.51, 0.86], [-6.66, -4.66, -1.18], [-0.34, 0.67, -0.86], [0.18, -0.10, -1.93], [-4.18, 2.71, -0.56], [0.48, 0.79, 1.26], [2.45, 0.13, -0.70], [-0.51, 1.64, -0.31], [0.20, -0.29, -0.36], [-1.29, -0.58, -2.04], [-0.21, 0.15, -0.34], [0.23, -0.36, -0.04], [0.59, 0.91, 0.21], [-0.14, 0.41, 0.99], [0.74, -0.53, 0.73], [0.13, 0.70, 0.03], [-0.79, -0.53, -0.47], [-1.08, -0.06, 0.20], [-0.19, -0.42, -0.25], [-0.22, 0.42, -0.37], [0.03, -0.39, 0.10], [0.67, -0.29, 0.77], [-0.15, -0.31, -0.43], [-0.14, 0.50, 0.91], [-0.37, -0.64, -0.24], [0.34, 0.58, -0.45], [-0.36, -0.68, -0.75], [-0.16, 0.11, -0.20], [0.55, 0.09, 0.30], [0.06, -0.05, 0.08], [0.48, 0.07, 0.34], [0.10, -0.17, -0.28], [0.60, 0.73, -0.19], [-0.18, 0.56, -0.08], [0.18, 0.53, -0.76], [0.62, -1.36, 1.23], [-0.75, 0.27, 0.43], [1.32, -0.18, -0.37], [0.18, 0.76, -0.87], [2.44, -1.58, -0.41], [0.04, 0.37, 0.25], [1.20, 0.50, 0.20], [-0.19, 0.38, 0.20], [0.24, 0.27, -0.14], [0.35, -0.37, 0.59], [0.12, 0.32, -0.01], [1.28, 0.69, 0.58], [-0.69, -0.29, 1.91], [0.42, -0.10, 0.66], [2.10, 0.67, 0.81], [0.30, -0.65, 0.22], [-0.09, 0.66, 0.14], [0.37, 1.21, -0.02], [0.36, 0.39, 0.32], [-0.20, 0.48, -0.15], [-0.09, -0.64, 0.22], [-0.07, -0.39, 0.59], [0.05, -0.29, -0.26], [0.38, 0.47, -0.67], [0.12, 0.17, 0.44], [1.68, -0.45, -0.09], [0.83, -0.72, -1.37], [-0.39, 0.14, 0.31], [-0.31, 0.32, 0.78], [0.35, 0.24, -0.04], [-0.04, 0.05, -0.31], [1.17, 0.12, 0.94], [-0.43, -0.23, 0.16], [-0.01, 1.72, -0.89], [0.07, -0.29, -0.28], [-2.04, 0.25, -2.07], [0.30, -0.30, -0.68], [-0.58, 0.16, -0.23], [-0.21, -1.00, -0.08], [-0.44, -0.37, -0.17], [0.79, 0.62, 0.91], [-0.36, -0.53, 0.43], [0.12, -0.90, 0.77], [1.78, -0.40, 0.23], [-0.72, 0.16, -0.47], [0.12, 0.14, -0.03], [0.26, -1.29, -0.27], [0.24, -0.99, 1.68], [0.38, 0.78, 0.32]]
}